Density functional theory data (ωB97M-V/def2-TZVPD) for a cluster of 6 separate species, C12H36N4O6 in total.

Summary:
Calculated total energy ... -1149.3567 a.u.
Energy above the lowest of the compared OMol25 structures with the same formula, charge and spin ... 0.0 kcal per mole
Frontier orbital gap ... 0.3553 Eh
LUMO ... 0.33 eV
F_max ... 1.007 eV/Å

Geometry as ORCA input:
```
! RIJCOSX wB97M-V def2-TZVPD def2/J DEFGRID3
* xyz 0 1
N 2.93826 3.70798 0.43892
C 1.75386 3.11200 0.14380
N 0.66177 3.90030 -0.00122
O 1.66752 1.88134 0.02213
H 2.97402 4.66186 0.74824
H 3.71585 3.10691 0.65187
H -0.20763 3.43759 -0.20880
H 0.69349 4.89652 -0.11089
N -0.48059 -2.09749 -2.54210
C -1.56591 -2.70872 -1.96429
N -1.82849 -2.28912 -0.68858
O -2.27956 -3.49587 -2.57335
H -0.35398 -2.30776 -3.51306
H 0.14026 -1.55067 -1.96800
H -1.24100 -1.57274 -0.29538
H -2.60365 -2.69908 -0.20583
C -2.59490 1.18051 -1.43039
C -1.54722 1.33304 -2.49450
C -2.11626 1.09709 -3.88477
O -1.01211 2.67999 -2.41430
H -2.97952 0.16108 -1.39851
H -3.45645 1.82811 -1.61023
H -2.18805 1.41992 -0.44550
H -0.68919 0.67747 -2.33169
H -1.34051 1.04623 -4.65310
H -2.84160 1.87508 -4.12583
H -2.62479 0.12987 -3.92959
H -0.63519 2.91171 -3.26754
C -1.93373 -1.47229 4.14792
C -2.09533 -1.51072 5.64761
C -3.29257 -2.35443 6.06416
O -0.87040 -2.05431 6.16771
H -2.80412 -1.02794 3.65743
H -1.81184 -2.48681 3.76516
H -1.08886 -0.86135 3.83125
H -2.23477 -0.49682 6.04450
H -4.19623 -1.92428 5.62849
H -3.42224 -2.35220 7.14942
H -3.16548 -3.38789 5.74189
H -0.96837 -2.11845 7.12251
C 3.57317 -1.21547 -2.24080
C 4.06852 0.20637 -2.00426
C 3.27414 1.21555 -2.80854
O 3.99615 0.48904 -0.60794
H 2.51088 -1.27308 -1.97819
H 4.12703 -1.91967 -1.62520
H 3.62798 -1.49924 -3.29549
H 5.13210 0.22238 -2.25846
H 2.20215 1.03144 -2.70832
H 3.51891 1.17315 -3.87246
H 3.50004 2.23002 -2.47204
H 3.18764 0.99171 -0.42706
C 0.89547 -1.25766 1.11231
O 0.38508 -0.52557 0.02065
H 0.71797 -2.32335 0.94814
H 1.97429 -1.13248 1.24148
H 0.42962 -1.03823 2.08035
H 0.80438 0.34940 -0.01973
*
```

Atomic partial charges in e from the Mulliken method, atoms 1 to 6: -0.414, 0.519, -0.404, -0.667, 0.168, 0.257

---

Density functional theory data (ωB97M-V/def2-TZVPD) for a cluster of 7 separate species, C43H49F6NO5PS in total.

Summary:
Calculated total energy ... -3437.5916 a.u.
Frontier orbital gap ... 0.2335 Eh
LUMO ... 2.12 eV
F_max ... 0.618 eV/Å

Geometry as ORCA input:
```
! RIJCOSX wB97M-V def2-TZVPD def2/J DEFGRID3
* xyz -1 1
N 3.49694 -2.15029 3.64497
C 3.02515 -1.15554 2.66269
C 1.78614 -0.35613 3.08446
C 2.11247 1.05945 3.56327
O 0.88407 1.71862 3.68166
P -0.42094 0.95188 2.74174
C -0.07523 2.11360 1.28010
C -0.71059 3.50782 1.34023
C -2.22683 3.66362 1.57070
C -3.11326 2.66369 0.80425
S -4.36933 1.85586 1.77599
O -4.23816 2.10728 3.18393
O -5.64814 2.15053 1.16159
O -4.02639 0.32891 1.48948
O 0.83734 -0.18425 2.07735
H 3.54275 -1.71390 4.55884
H 2.80870 -2.89125 3.72230
H 3.86930 -0.46940 2.50512
H 2.81760 -1.69419 1.73532
H 1.34096 -0.88606 3.95259
H 2.65564 1.06827 4.52176
H 2.71604 1.55890 2.77785
H -1.32452 1.85610 3.39153
H -1.46826 0.29423 1.98518
H -0.62184 -0.02179 3.80958
H 1.00853 2.27221 1.23586
H -0.32919 1.59584 0.34104
H -0.50257 4.00425 0.37563
H -0.18570 4.10541 2.09641
H -2.47812 3.65660 2.63269
H -2.48743 4.66495 1.20364
H -2.54058 1.90795 0.26102
H -3.74652 3.18400 0.07902
H -4.43844 -0.19929 2.18354
F 1.53194 -4.84909 2.89559
C 1.11192 -4.92118 1.61378
C 0.07189 -5.77605 1.30776
C -0.36404 -5.85229 -0.00893
C 0.24717 -5.08138 -0.98837
C 1.29169 -4.23086 -0.65102
C 1.73448 -4.14252 0.66058
H -0.38494 -6.36398 2.09253
H -1.18203 -6.51267 -0.25839
H -0.09238 -5.14162 -2.01362
H 1.76610 -3.62406 -1.41069
H 2.54240 -3.48216 0.93688
F 2.57553 2.87993 -0.54199
C 3.64053 2.05237 -0.51704
C 4.82493 2.49719 -1.06968
C 5.92106 1.64604 -1.05310
C 5.81044 0.37876 -0.49747
C 4.60166 -0.03646 0.04798
C 3.49419 0.80172 0.04944
H 4.87667 3.48658 -1.50473
H 6.86133 1.97656 -1.47630
H 6.66572 -0.28462 -0.48587
H 4.51610 -1.02312 0.48441
H 2.54218 0.50298 0.47995
F -12.12385 5.16835 1.57164
C -10.93632 4.51945 1.66296
C -10.74488 3.37851 0.91155
C -9.52452 2.72229 1.01078
C -8.52480 3.20075 1.84791
C -8.75444 4.35197 2.59083
C -9.96603 5.02566 2.50279
H -11.53670 3.02010 0.26748
H -9.35032 1.82887 0.42473
H -7.57665 2.68611 1.91479
H -7.97997 4.72955 3.24613
H -10.16181 5.92612 3.06938
F -1.99471 -6.85958 -2.45730
C -2.92237 -6.69832 -3.42414
C -2.76434 -5.66528 -4.32577
C -3.72240 -5.50520 -5.31666
C -4.81054 -6.36461 -5.38940
C -4.94224 -7.39275 -4.46596
C -3.99166 -7.56969 -3.47020
H -1.91299 -5.00346 -4.24374
H -3.61653 -4.70141 -6.03333
H -5.55547 -6.23123 -6.16245
H -5.79138 -8.06186 -4.51613
H -4.07008 -8.36365 -2.74025
F 3.05294 -2.62268 -3.24265
C 4.01609 -3.40604 -3.76607
C 4.87902 -2.85898 -4.69486
C 5.86866 -3.66966 -5.23251
C 5.97875 -4.99795 -4.84343
C 5.09538 -5.51879 -3.90733
C 4.10235 -4.72176 -3.35512
H 4.77026 -1.82188 -4.98128
H 6.55792 -3.25783 -5.95834
H 6.75250 -5.62459 -5.26687
H 5.17725 -6.55329 -3.60010
H 3.40908 -5.10530 -2.61825
F 4.90618 5.11421 2.16282
C 4.57721 6.16431 1.38965
C 5.12986 7.39715 1.67884
C 4.79270 8.47846 0.87662
C 3.91682 8.31751 -0.18816
C 3.37574 7.06586 -0.45274
C 3.70459 5.97273 0.33627
H 5.80564 7.49775 2.51725
H 5.21760 9.45158 1.08763
H 3.65470 9.16504 -0.80786
H 2.68783 6.93412 -1.27792
H 3.29174 4.99140 0.14579
*
```

Atomic partial charges in e from the Mulliken method, atoms 1 to 6: -0.683, 0.118, 0.328, -0.303, -0.554, 0.161

---

Density functional theory data (ωB97M-V/def2-TZVPD) for a cluster of 2 separate species, CHNO2S in total.

Summary:
Calculated total energy ... -642.0884 a.u.
Energy above the lowest of the compared OMol25 structures with the same formula, charge and spin ... 1.4 kcal per mole
Frontier orbital gap (spin up / spin down) ... 0.2725 / 0.2724 Eh
LUMO (spin up / spin down) ... -1.39 / -1.39 eV
F_max ... 3.329 eV/Å

Geometry as ORCA input:
```
! RIJCOSX wB97M-V def2-TZVPD def2/J DEFGRID3
* xyz 0 1
O -1.66934 -1.49027 0.58167
C -1.64813 -0.34082 0.32903
O -1.70542 0.74246 -0.02414
N 2.10511 0.19405 -0.54407
S 1.65794 1.40283 0.31924
H 1.25982 -0.50824 -0.66173
*
```

Listed below, in e, are the Mulliken charges computed for each atom: -0.396, 0.716, -0.309, -0.297, 0.037, 0.249

---

Density functional theory data (ωB97M-V/def2-TZVPD) for a structure of composition C3H6F3O2P.

Summary:
Calculated total energy ... -909.1706 a.u.
<S²> ... 2.004
Energy above the lowest of the compared OMol25 structures with the same formula, charge and spin ... 19.8 kcal per mole
Frontier orbital gap (spin up / spin down) ... 0.2289 / 0.3043 Eh
LUMO (spin up / spin down) ... 0.88 / -2.27 eV
F_max ... 4.616 eV/Å

Geometry as ORCA input:
```
! RIJCOSX wB97M-V def2-TZVPD def2/J DEFGRID3
* xyz 0 3
C -0.17829 1.42367 0.64398
C 0.24656 -2.55256 -0.57240
C -0.59228 0.26245 -2.63489
O -0.51742 0.04466 0.34102
O -1.14020 -2.08195 -0.58473
F 0.57080 -0.37775 -2.94924
F -1.22174 0.51100 -3.78145
F -0.16427 1.44458 -2.14971
P -1.64876 -0.58606 -0.62188
H -0.67864 2.11648 -0.05137
H 0.88921 1.54307 0.38356
H -0.38593 1.49731 1.65427
H 0.57474 -2.32766 -1.54064
H -0.01555 -3.55215 -0.58594
H 0.85830 -2.19313 0.22025
*
```

Atomic partial charges in e from the Mulliken method, atoms 1 to 6: -0.617, -0.548, 0.542, -0.223, -0.232, -0.236

---

Density functional theory data (ωB97M-V/def2-TZVPD) for an isolated molecule of C5H8O2.

Summary:
Calculated total energy ... -345.7766 a.u.
Energy above the lowest of the compared OMol25 structures with the same formula, charge and spin ... 17.8 kcal per mole
Frontier orbital gap ... 0.3459 Eh
LUMO ... -0.40 eV
F_max ... 0.588 eV/Å

Geometry as ORCA input:
```
! RIJCOSX wB97M-V def2-TZVPD def2/J DEFGRID3
* xyz 0 1
C -2.19988 0.08173 -0.70878
C -1.07308 -0.46102 0.16661
C 0.25934 0.21067 -0.14189
C 1.42416 -0.37597 0.60814
O 1.39434 -1.38911 1.27180
C 2.75439 0.38289 0.51985
O 2.83801 1.50618 0.08962
H -2.30945 1.16643 -0.59004
H -3.15764 -0.38203 -0.45157
H -2.00533 -0.11852 -1.76922
H -0.97097 -1.54304 0.02785
H -1.31231 -0.31406 1.22671
H 0.49968 0.12813 -1.21340
H 0.23462 1.29027 0.05410
H 3.62412 -0.18256 0.91023
*
```

Atomic partial charges in e from the Mulliken method, atoms 1 to 6: -1.241, -0.259, -0.529, 0.457, -0.524, -0.057

---

Density functional theory data (ωB97M-V/def2-TZVPD) for a cluster of 3 separate species, C5H15N2O3 in total.

Summary:
Calculated total energy ... -534.4402 a.u.
Energy above the lowest of the compared OMol25 structures with the same formula, charge and spin ... 66.2 kcal per mole
Frontier orbital gap ... 0.3871 Eh
LUMO ... -2.94 eV
F_max ... 5.894 eV/Å

Geometry as ORCA input:
```
! RIJCOSX wB97M-V def2-TZVPD def2/J DEFGRID3
* xyz 1 1
O -2.57636 2.35930 -1.26944
C -1.68744 2.36800 -0.49723
C -0.97307 1.09143 0.03252
C 0.38481 1.34554 0.77164
C 0.88158 0.03288 1.35235
C 2.63274 -1.46471 0.86722
N 1.61139 -0.73736 0.50530
N -0.99931 0.07655 -1.04097
H -1.19231 3.32204 -0.28606
H -1.66516 0.68369 0.72850
H 0.40929 2.09201 1.53618
H 1.11907 1.85112 0.15428
H 1.41577 0.42624 2.27059
H 0.07069 -0.70640 1.65401
H 3.05672 -2.14623 0.17033
H 2.99746 -1.64711 1.89790
H -0.84219 -0.89266 -0.67537
H -0.09776 0.31031 -1.66024
H -1.82647 0.00484 -1.53279
H 2.00244 -0.51632 -1.45492
H 1.35027 -0.76704 -2.78356
O 1.41363 -0.07085 -2.08233
H -3.12463 -2.02970 0.73873
H -2.12731 -2.96988 0.22734
O -2.23383 -2.01570 0.37599
*
```

Atomic partial charges in e from the Mulliken method, atoms 1 to 6: -0.420, -0.177, -0.125, -1.080, -0.636, -0.288